# C2H3I3O

A 2-piece molecular cluster, C2H3I3O overall in a non-equilibrium geometry (the ωB97M-V functional and the def2-TZVPD basis, the OMol25 dataset).

Output
Max |F| ... 4.071 eV Å⁻¹
E_HOMO (alpha / beta) ... -7.13 / -9.12 eV
2S+1 ... 3
HOMO-LUMO gap (alpha / beta) ... 0.2695 / 0.2073 Eh
Relative energy (zero: lowest compared OMol25 entry of this formula, charge and spin) ... 10.4 kcal/mol

Each line ends with the Mulliken charge.
Positions of all 9 atoms, in Å:
C (-0.865, 0.965, 0.223)  -0.61
C (0.434, 0.871, 0.119)  0.20
O (1.272, 0.610, 1.142)  -0.50
I (-1.490, -2.602, -1.649)  0.01
I (-0.126, -3.097, 0.506)  0.00
I (1.278, 1.069, -1.905)  -0.01
H (-1.196, 0.781, 1.272)  0.24
H (-1.538, 1.088, -0.650)  0.30
H (2.231, 0.315, 0.943)  0.37

# C51H43DyN5OS4Sb

C51H43DyN5OS4Sb as an isolated structure in a non-equilibrium geometry (the ωB97M-V functional and the def2-TZVPD basis, the OMol25 dataset).

Output
Total charge ... -2
Max |F| ... 4.230 eV Å⁻¹
E_HOMO ... -1.60 eV
2S+1 ... 6
HOMO-LUMO gap ... 0.1758 Eh
Relative energy (zero: lowest compared OMol25 entry of this formula, charge and spin) ... 0.0 kcal/mol

Each line ends with the Mulliken charge.
Positions of all 106 atoms, in Å:
Dy (-0.409, -0.529, 0.777)  1.10
C (-2.154, -1.271, 8.066)  -0.25
C (-2.409, -0.199, 7.187)  -0.88
C (-1.837, -0.259, 5.885)  -0.14
C (-0.952, -1.324, 5.535)  -0.63
C (-0.713, -2.304, 6.475)  0.23
C (-1.290, -2.296, 7.725)  -0.76
C (-0.391, -1.393, 4.218)  1.23
C (0.594, -0.489, 3.892)  0.32
C (1.295, 0.323, 4.865)  -0.98
C (2.175, 1.105, 4.217)  -1.63
C (2.041, 0.817, 2.793)  0.62
N (1.041, -0.218, 2.627)  0.27
C (2.661, 1.351, 1.737)  1.58
C (2.588, 0.757, 0.342)  0.27
C (3.129, 1.432, -0.747)  -1.12
C (2.907, 0.549, -1.808)  -0.99
C (2.176, -0.606, -1.313)  0.47
C (1.616, -1.569, -2.160)  1.56
C (1.706, -1.377, -3.594)  0.26
C (0.542, -1.400, -4.374)  -0.17
C (0.501, -1.009, -5.713)  -0.87
C (1.684, -0.658, -6.341)  -0.55
C (2.915, -0.644, -5.636)  -0.57
C (2.917, -1.098, -4.304)  -0.37
C (0.778, -2.671, -1.778)  -0.05
N (0.136, -2.724, -0.580)  0.09
C (-0.768, -3.760, -0.642)  -0.29
C (-1.722, -4.115, 0.352)  1.51
C (-2.775, -5.067, 0.087)  -0.19
C (-2.680, -6.369, -0.459)  -0.12
C (-3.829, -7.195, -0.663)  -0.58
C (-5.054, -6.755, -0.229)  -0.46
C (-5.214, -5.442, 0.246)  -0.61
C (-4.125, -4.585, 0.360)  -0.35
C (-1.542, -3.650, 1.676)  0.24
C (-2.340, -4.096, 2.826)  -1.27
C (-1.961, -3.359, 3.897)  -1.19
C (-0.931, -2.474, 3.408)  0.65
N (-0.696, -2.653, 2.119)  -0.32
C (-0.570, -4.531, -1.846)  -0.97
C (0.449, -3.826, -2.554)  -1.56
N (1.998, -0.466, 0.078)  -0.70
C (3.543, 2.587, 1.908)  -1.13
C (4.878, 2.514, 2.230)  -0.39
C (5.602, 3.607, 2.688)  -0.72
C (5.002, 4.862, 2.803)  -0.29
C (3.630, 4.961, 2.485)  -1.02
C (2.932, 3.832, 2.036)  0.09
H (-2.789, -1.238, 8.969)  0.28
H (-3.054, 0.603, 7.489)  0.42
H (-2.038, 0.468, 5.170)  0.63
H (0.009, -3.089, 6.168)  0.34
H (-1.151, -3.199, 8.340)  0.31
H (1.100, 0.209, 5.952)  0.41
H (2.905, 1.650, 4.747)  0.55
H (3.772, 2.313, -0.791)  0.50
H (3.168, 0.734, -2.840)  0.25
H (-0.416, -1.648, -3.903)  0.24
H (-0.455, -0.941, -6.269)  0.34
H (1.705, -0.446, -7.368)  0.44
H (3.873, -0.433, -6.150)  0.36
H (3.903, -1.047, -3.786)  0.49
H (-1.766, -6.929, -0.743)  0.44
H (-3.724, -8.165, -1.195)  0.33
H (-5.964, -7.339, -0.497)  0.26
H (-6.177, -4.997, 0.372)  0.38
H (-4.233, -3.513, 0.660)  0.48
H (-3.175, -4.740, 2.645)  0.54
H (-2.382, -3.377, 4.898)  0.33
H (-1.202, -5.374, -2.137)  0.50
H (0.898, -4.143, -3.424)  0.77
H (5.305, 1.593, 2.236)  0.68
H (6.578, 3.465, 3.023)  0.45
H (5.529, 5.735, 3.175)  0.36
H (3.258, 5.928, 2.514)  0.48
H (1.861, 3.902, 1.787)  0.36
S (-3.135, 3.616, 0.703)  -0.39
C (-2.215, 2.296, 1.128)  0.12
S (-2.756, 0.766, 1.825)  -0.43
S (-0.514, 2.348, 0.818)  -0.31
O (-2.956, 0.237, -3.556)  -0.52
S (-2.454, -0.678, -2.485)  0.02
N (-1.477, -0.219, -1.448)  -0.18
C (1.883, 4.946, -1.306)  -1.30
C (1.329, 4.582, -2.662)  -0.86
Sb (-0.026, 2.937, -2.723)  0.05
C (-1.853, 4.105, -2.700)  -0.65
C (-3.155, 3.603, -3.421)  -1.06
C (0.135, 2.825, -4.873)  -0.76
C (-0.112, 3.969, -5.845)  -1.17
H (2.756, 5.541, -1.396)  0.49
H (1.920, 4.122, -0.598)  0.09
H (1.208, 5.675, -0.900)  0.43
H (2.216, 4.181, -3.219)  0.37
H (1.038, 5.457, -3.258)  0.54
H (-1.501, 5.080, -3.064)  0.46
H (-2.091, 4.263, -1.656)  0.28
H (-3.071, 3.587, -4.513)  0.22
H (-3.951, 4.360, -3.230)  0.38
H (-3.570, 2.666, -3.047)  0.21
H (-0.575, 2.049, -5.174)  0.35
H (1.113, 2.427, -4.971)  0.49
H (-1.163, 4.209, -5.911)  0.23
H (0.224, 3.853, -6.887)  0.35
H (0.334, 4.897, -5.471)  0.25

# C2H4N2

One molecule with the formula C2H4N2 in a non-equilibrium geometry (the ωB97M-V functional and the def2-TZVPD basis, the OMol25 dataset).

Output
Max |F| ... 5.950 eV Å⁻¹
Structure (SMILES) ... C#CNN
E_HOMO ... -8.39 eV
HOMO-LUMO gap ... 0.3449 Eh
Relative energy (zero: lowest compared OMol25 entry of this formula, charge and spin) ... 89.4 kcal/mol

Each line ends with the Mulliken charge.
Positions of all 8 atoms, in Å:
C (-2.170, -0.156, -0.126)  -0.51
C (-1.066, 0.317, -0.072)  0.09
N (1.290, -0.180, -0.112)  -0.54
N (0.200, 0.669, 0.049)  -0.24
H (-3.146, -0.538, -0.142)  0.42
H (1.248, -0.692, -0.993)  0.25
H (1.324, -0.852, 0.658)  0.24
H (0.518, 1.851, 0.106)  0.30

# C37H28CsOP2S4

C37H28CsOP2S4 as an isolated structure in a non-equilibrium geometry (the ωB97M-V functional and the def2-TZVPD basis, the OMol25 dataset).

Output
Total charge ... -1
Max |F| ... 3.391 eV Å⁻¹
E_HOMO ... -2.03 eV
HOMO-LUMO gap ... 0.1353 Eh
Relative energy (zero: lowest compared OMol25 entry of this formula, charge and spin) ... 44.6 kcal/mol

Each line ends with the Mulliken charge.
Positions of all 73 atoms, in Å:
Cs (-0.462, -1.518, -0.032)  1.28
O (-1.171, -0.918, 2.175)  -0.61
S (-0.896, 0.521, 2.456)  0.54
C (-2.504, 1.184, 3.002)  -0.40
C (-2.705, 2.026, 4.088)  -0.76
C (-3.990, 2.346, 4.496)  -0.80
C (-5.081, 1.840, 3.806)  -0.73
C (-4.878, 1.126, 2.636)  -0.16
C (-3.593, 0.837, 2.186)  0.66
P (-3.205, 0.346, 0.451)  -0.04
C (-4.880, -0.062, -0.171)  0.01
C (-5.485, -1.218, 0.334)  -0.39
C (-6.707, -1.646, -0.154)  -0.65
C (-7.339, -0.938, -1.167)  -0.45
C (-6.736, 0.196, -1.690)  -0.70
C (-5.511, 0.629, -1.201)  -0.36
C (-2.953, 2.053, -0.201)  0.74
C (-3.759, 3.141, 0.147)  0.01
C (-3.484, 4.405, -0.346)  -0.71
C (-2.404, 4.599, -1.200)  -0.40
C (-1.607, 3.525, -1.560)  -0.53
C (-1.876, 2.256, -1.062)  -0.60
C (0.034, 0.592, 3.999)  0.06
C (-0.510, 0.395, 5.264)  -0.54
C (0.254, 0.643, 6.389)  -0.85
C (1.563, 1.088, 6.256)  -0.83
C (2.150, 1.139, 5.001)  -0.42
C (1.412, 0.836, 3.859)  0.50
P (2.133, 0.609, 2.184)  0.23
C (3.921, 0.859, 2.576)  0.16
C (4.555, 2.006, 2.110)  -0.50
C (5.894, 2.240, 2.395)  -0.60
C (6.614, 1.324, 3.145)  -0.45
C (5.993, 0.171, 3.608)  -0.72
C (4.657, -0.061, 3.326)  0.06
C (2.154, -1.231, 2.116)  0.00
C (2.766, -1.765, 0.979)  -0.72
C (2.864, -3.136, 0.809)  -0.48
C (2.328, -3.988, 1.765)  -0.58
C (1.721, -3.466, 2.898)  -0.73
C (1.638, -2.092, 3.080)  0.70
H (-1.867, 2.431, 4.633)  0.68
H (-4.136, 2.983, 5.360)  0.40
H (-6.087, 2.057, 4.145)  0.40
H (-5.728, 0.827, 2.037)  0.39
H (-4.985, -1.774, 1.120)  0.40
H (-7.165, -2.542, 0.247)  0.39
H (-8.290, -1.275, -1.558)  0.37
H (-7.220, 0.747, -2.487)  0.39
H (-5.041, 1.506, -1.626)  0.41
H (-4.609, 3.000, 0.801)  0.41
H (-4.113, 5.240, -0.062)  0.39
H (-2.190, 5.589, -1.584)  0.38
H (-0.771, 3.668, -2.232)  0.50
H (-1.239, 1.424, -1.358)  0.09
H (-1.527, 0.045, 5.368)  0.64
H (-0.175, 0.503, 7.374)  0.42
H (2.139, 1.348, 7.135)  0.41
H (3.198, 1.390, 4.914)  0.43
H (4.000, 2.718, 1.510)  0.41
H (6.382, 3.131, 2.022)  0.38
H (7.660, 1.500, 3.363)  0.37
H (6.552, -0.557, 4.183)  0.40
H (4.177, -0.961, 3.688)  0.44
H (3.168, -1.099, 0.222)  0.38
H (3.330, -3.539, -0.080)  0.44
H (2.386, -5.060, 1.626)  0.37
H (1.309, -4.132, 3.647)  0.40
H (1.167, -1.705, 3.974)  0.30
S (2.177, -1.430, -4.605)  -0.48
C (1.340, -1.509, -3.141)  -0.08
S (0.941, -0.052, -2.318)  -0.55
S (0.907, -3.028, -2.470)  -0.55

# Cl2H2N2

Cl2H2N2 as an isolated structure in a non-equilibrium geometry (the ωB97M-V functional and the def2-TZVPD basis, the OMol25 dataset).

Output
Max |F| ... 1.953 eV Å⁻¹
E_HOMO (alpha / beta) ... -9.63 / -9.59 eV
HOMO-LUMO gap (alpha / beta) ... 0.3213 / 0.3171 Eh
Relative energy (zero: lowest compared OMol25 entry of this formula, charge and spin) ... 65.5 kcal/mol

Each line ends with the Mulliken charge.
Positions of all 6 atoms, in Å:
N (-0.843, 1.513, 0.093)  -0.32
N (0.089, -1.807, -0.120)  -0.33
Cl (0.776, 1.484, 0.123)  0.06
Cl (1.478, -1.017, -0.047)  0.07
H (-1.163, 1.722, -0.854)  0.26
H (-0.336, -1.895, 0.806)  0.26